1.
DFT (ωB97M-V/def2-TZVPD) results for a 2-piece molecular cluster, C2H7N4O2S overall at a distorted geometry.

Properties
ΔE to the lowest compared entry with this formula, charge and spin = 2.077 eV
2S+1 = 1
Orbital gap = 0.3354 Ha
HOMO level = -13.004 eV
Total energy = -847.76542 hartree
Total charge = +1

Cartesian coordinates (Å):
C1 -0.006 -0.010 0.280
C2 2.569 -1.300 -1.985
N1 -1.205 0.749 0.534
N2 0.221 -0.611 -0.771
N3 -1.268 1.204 1.947
N4 -0.615 -0.583 -1.863
O1 0.767 0.100 1.448
O2 1.867 -1.898 -2.678
S1 3.533 -0.456 -1.126
H1 -1.668 1.433 -0.095
H2 -0.460 0.694 2.472
H3 -2.207 1.276 2.367
H4 -0.768 2.125 1.999
H5 -1.584 -0.604 -1.608
H6 -0.404 -1.432 -2.442
H7 1.228 -0.687 1.523

=====

2.
DFT (ωB97M-V/def2-TZVPD) results for C18H21IrN5O4P as an isolated structure at a distorted geometry.

Properties
ΔE to the lowest compared entry with this formula, charge and spin = 0.000 eV
2S+1 = 5
Orbital gap (alpha / beta) = 0.2776 / 0.2284 Ha
HOMO level (alpha / beta) = -14.029 / -14.805 eV
Total energy = -1718.20495 hartree
Total charge = +2

Cartesian coordinates (Å):
Ir1 0.467 -0.538 -1.635
O1 4.243 0.392 -2.038
C1 3.071 0.431 -1.860
O2 2.357 -0.713 -1.556
C2 2.222 1.649 -1.964
C3 2.798 2.886 -2.236
C4 1.985 3.983 -2.265
C5 0.612 3.849 -1.977
C6 -0.249 4.975 -1.945
C7 -1.562 4.833 -1.619
C8 -2.070 3.552 -1.301
C9 -1.273 2.444 -1.338
C10 0.087 2.567 -1.695
N1 0.923 1.473 -1.738
H1 3.863 2.929 -2.419
H2 2.385 4.965 -2.487
H3 0.164 5.949 -2.175
H4 -2.215 5.694 -1.589
H5 -3.111 3.451 -1.020
H6 -1.676 1.480 -1.075
C11 -0.400 -3.362 3.194
N2 -1.219 -2.247 2.736
C12 -0.870 -1.064 3.498
N3 0.579 -0.808 3.361
C13 1.384 -1.902 3.912
N4 1.043 -3.057 3.104
C14 1.571 -3.049 1.790
P1 0.633 -1.765 0.695
C15 -1.111 -2.035 1.296
C16 0.982 -0.333 2.117
H7 -0.608 -4.249 2.599
H8 -0.635 -3.571 4.237
H9 -1.096 -1.219 4.551
H10 -1.416 -0.196 3.133
H11 1.109 -2.070 4.950
H12 2.443 -1.669 3.837
H13 1.393 -4.002 1.290
H14 2.636 -2.823 1.776
H15 -1.497 -2.913 0.774
H16 -1.715 -1.175 1.005
H17 0.377 0.501 1.760
H18 2.053 -0.147 2.052
C17 -3.664 -1.369 -3.445
C18 -2.433 -0.939 -2.788
N5 -1.462 -0.604 -2.283
H19 -3.786 -2.443 -3.315
H20 -3.599 -1.129 -4.506
H21 -4.511 -0.841 -3.007
O3 0.292 -2.587 -1.766
O4 0.505 -3.180 -0.628

=====

3.
DFT (ωB97M-V/def2-TZVPD) results for one molecule with the formula C22H20N2O4 at a distorted geometry.

Properties
ΔE to the lowest compared entry with this formula, charge and spin = 2.530 eV
2S+1 = 1
Orbital gap = 0.2530 Ha
HOMO level = -8.613 eV
Total energy = -1260.79011 hartree

Cartesian coordinates (Å):
O1 4.276 1.105 3.721
O2 1.579 -2.166 0.521
O3 0.174 1.001 0.487
O4 -3.973 -2.070 0.811
C1 3.704 0.272 3.052
C2 2.224 -1.495 1.337
C3 -0.520 -0.003 0.411
C4 -2.853 -1.578 0.727
C5 4.414 -0.478 2.007
C6 3.675 -1.342 1.194
C7 2.260 0.061 3.295
C8 1.571 -0.788 2.461
C9 -0.813 -0.738 1.646
C10 0.124 -1.019 2.627
C11 0.195 3.913 -5.198
C12 0.826 3.803 -3.960
C13 -0.574 2.843 -5.633
C14 0.742 2.616 -3.236
C15 -0.641 1.619 -4.918
C16 0.017 1.521 -3.701
N1 -1.315 -0.271 -0.701
N2 -2.124 -1.205 1.835
C17 -2.165 -1.438 -0.624
C18 -0.228 -1.722 3.920
C19 -0.116 0.346 -2.746
C20 -1.339 0.617 -1.854
C21 -2.570 -1.461 3.211
C22 -1.583 -2.406 3.827
H1 5.490 -0.295 1.871
H2 4.186 -1.885 0.395
H3 1.744 0.606 4.097
H4 0.287 4.843 -5.766
H5 1.452 4.606 -3.551
H6 -1.031 2.948 -6.608
H7 1.256 2.532 -2.255
H8 -1.266 0.843 -5.288
H9 -1.642 -2.348 -0.779
H10 -2.978 -1.409 -1.366
H11 -0.331 -0.987 4.746
H12 0.513 -2.514 4.157
H13 -0.211 -0.593 -3.255
H14 0.745 0.281 -2.062
H15 -1.323 1.660 -1.548
H16 -2.307 0.538 -2.396
H17 -3.535 -1.868 3.254
H18 -2.589 -0.515 3.749
H19 -1.913 -2.676 4.828
H20 -1.512 -3.306 3.256

=====

4.
DFT (ωB97M-V/def2-TZVPD) results for one molecule with the formula C21H29N3O4 at a distorted geometry.

Properties
ΔE to the lowest compared entry with this formula, charge and spin = 3.978 eV
2S+1 = 1
Orbital gap = 0.2440 Ha
HOMO level = -7.190 eV
Total energy = -1282.78628 hartree

Cartesian coordinates (Å):
C1 3.125 4.642 -3.284
O1 3.211 4.673 -1.837
C2 2.559 3.744 -1.080
C3 2.643 3.905 0.320
C4 2.072 2.966 1.155
C5 1.410 1.850 0.632
C6 0.783 0.860 1.632
C7 1.349 -0.504 1.735
C8 0.885 -1.289 2.841
O2 -0.079 -1.011 3.586
N1 1.611 -2.464 3.102
C9 1.327 -3.155 4.333
C10 2.410 -3.119 2.141
O3 2.869 -4.244 2.290
N2 2.646 -2.373 0.974
C11 3.627 -2.935 0.082
C12 2.460 -0.970 0.955
O4 3.203 -0.264 0.261
C13 1.281 1.699 -0.744
C14 1.868 2.627 -1.606
H1 3.689 5.523 -3.597
H2 3.589 3.737 -3.706
H3 2.083 4.722 -3.631
H4 3.185 4.755 0.728
H5 2.104 3.102 2.238
H6 1.048 1.298 2.609
H7 2.020 -3.993 4.409
H8 1.476 -2.456 5.163
H9 0.289 -3.510 4.356
H10 3.703 -2.297 -0.799
H11 4.598 -2.990 0.582
H12 3.316 -3.941 -0.198
H13 0.713 0.863 -1.160
H14 1.815 2.465 -2.683
C15 -3.288 -2.656 0.478
C16 -2.006 -1.824 0.348
C17 -0.851 -2.750 0.713
C18 -2.117 -0.596 1.192
C19 -3.102 0.427 0.748
C20 -2.770 1.853 1.220
C21 -1.266 2.054 1.262
N3 -0.600 0.784 1.587
H15 -3.448 -2.910 1.534
H16 -4.173 -2.127 0.118
H17 -3.198 -3.597 -0.070
H18 -1.861 -1.467 -0.684
H19 -0.980 -3.148 1.733
H20 -0.846 -3.611 0.027
H21 0.118 -2.245 0.630
H22 -2.178 -0.859 2.254
H23 -3.111 0.421 -0.357
H24 -4.113 0.142 1.088
H25 -3.173 2.590 0.514
H26 -3.187 2.070 2.210
H27 -0.926 2.353 0.264
H28 -0.941 2.852 1.960
H29 -0.882 0.498 2.544

=====

5.
DFT (ωB97M-V/def2-TZVPD) results for C16H13IN4NiO3S4Se as an isolated structure at a distorted geometry.

Properties
ΔE to the lowest compared entry with this formula, charge and spin = 0.000 eV
2S+1 = 1
Orbital gap (alpha / beta) = 0.1049 / 0.1089 Ha
HOMO level (alpha / beta) = -5.986 / -6.039 eV
Total energy = -6862.36773 hartree

Cartesian coordinates (Å):
Ni1 0.585 0.473 0.518
O1 6.199 4.138 -0.214
C1 5.172 3.528 -0.115
S1 4.077 3.662 1.277
C2 2.895 2.505 0.700
C3 3.121 1.925 -0.499
S2 2.038 0.799 -1.232
S3 4.582 2.386 -1.342
S4 1.502 2.181 1.670
C4 -4.521 -2.156 0.407
C5 -3.668 -0.908 0.490
O2 -2.272 -1.207 0.554
H1 -5.581 -1.897 0.446
H2 -4.297 -2.825 1.239
H3 -4.342 -2.690 -0.530
H4 -3.893 -0.355 1.403
H5 -3.869 -0.248 -0.361
H6 -2.074 -1.850 -0.134
Se1 -2.775 1.758 3.268
N1 -3.633 2.700 2.018
C6 -2.985 2.577 0.834
C7 -3.382 3.110 -0.399
C8 -2.630 2.798 -1.520
C9 -1.503 1.987 -1.416
N2 -1.087 1.483 -0.247
C10 -1.814 1.784 0.819
N3 -1.493 1.253 2.026
H7 -4.265 3.734 -0.460
H8 -2.914 3.176 -2.492
H9 -0.907 1.732 -2.283
O3 -0.303 -0.415 3.042
C11 -0.440 0.305 2.097
I1 2.898 -1.343 2.533
C12 1.743 -2.270 1.078
C13 1.889 -3.645 0.905
C14 1.217 -4.266 -0.127
C15 0.445 -3.495 -0.987
C16 0.353 -2.145 -0.740
N4 0.958 -1.539 0.295
H10 2.536 -4.198 1.569
H11 1.314 -5.334 -0.276
H12 -0.067 -3.928 -1.835
H13 -0.199 -1.490 -1.404

=====

6.
DFT (ωB97M-V/def2-TZVPD) results for a 8-piece molecular cluster, H16O8 overall at a distorted geometry.

Properties
ΔE to the lowest compared entry with this formula, charge and spin = 4.340 eV
2S+1 = 1
Orbital gap = 0.3752 Ha
HOMO level = -10.443 eV
Total energy = -611.42312 hartree

Cartesian coordinates (Å):
H1 -1.196 1.209 0.662
H2 -0.743 -0.066 0.104
H3 -2.872 -1.584 -1.577
H4 -2.757 -0.096 -1.889
H5 0.279 -3.332 -2.647
H6 1.305 -4.212 -1.970
H7 -2.998 -1.840 3.706
H8 -1.904 -1.053 4.448
H9 1.240 -0.465 -2.354
H10 0.533 -1.545 -1.868
H11 1.823 1.915 2.424
H12 1.880 2.790 3.602
H13 1.425 3.317 1.006
H14 2.358 2.423 0.077
H15 0.969 1.124 -1.461
H16 -0.028 2.067 -2.021
O1 -0.387 0.750 0.387
O2 -2.601 -0.903 -2.218
O3 1.010 -3.935 -2.771
O4 -2.695 -1.593 4.566
O5 1.407 -1.140 -1.768
O6 2.175 1.858 3.308
O7 1.706 3.190 0.109
O8 0.072 1.122 -1.856

=====

Among the records above, which one has the highest total energy?
H16O8